Computed, not measured: one molecule with the formula C8H12ClNO2, with wB97M-V/def2-TZVPD.

Each line ends with the Mulliken charge.
Positions of all 24 atoms, in Å:
C 0.672 1.850 -1.500  -0.78
O 1.114 0.915 -0.529  -0.45
C 0.144 -0.002 -0.102  0.83
O -0.307 -0.822 -1.118  -0.47
C 0.702 -1.518 -1.838  -0.74
C -0.994 0.619 0.755  0.05
C -2.349 -0.040 0.577  -1.56
C -0.241 0.198 2.031  -0.97
C 0.708 -0.684 1.201  0.95
Cl 0.290 -2.417 1.324  -0.15
C 2.117 -0.559 1.427  -0.13
N 3.242 -0.480 1.614  -0.49
H 1.576 2.262 -1.945  0.30
H 0.095 2.657 -1.038  0.29
H 0.064 1.364 -2.266  0.33
H 0.176 -2.060 -2.619  0.30
H 1.235 -2.221 -1.194  0.28
H 1.423 -0.826 -2.279  0.31
H -1.076 1.698 0.624  0.35
H -2.267 -1.117 0.691  0.32
H -2.739 0.168 -0.416  0.31
H -3.045 0.346 1.319  0.45
H 0.290 1.015 2.516  0.30
H -0.830 -0.347 2.765  0.36

Summary:
total charge: 0
multiplicity: 1
SMILES: COC1(OC)[C@@H](C)C[C@]1(Cl)C#N
E_LUMO: 0.7 eV
Kohn-Sham gap: 11.11 eV
energy relative to the best compared isomer or geometry (same formula, charge and spin): 6.96 kcal per mole


Computed, not measured: C10H18BN5PtSi as an isolated structure, with wB97M-V/def2-TZVPD.

Each line ends with the Mulliken charge.
Positions of all 36 atoms, in Å:
Pt -0.363 0.260 0.440  0.53
N 0.236 3.489 -1.926  -0.07
C -0.919 3.120 -2.581  -0.63
C -1.371 1.988 -1.977  -0.18
N -0.495 1.686 -0.964  -0.30
C 0.469 2.605 -0.955  0.07
C 1.477 2.428 0.069  0.79
N 1.327 1.358 0.850  0.06
C 2.347 1.379 1.773  -0.17
C 3.103 2.486 1.547  -0.72
N 2.544 3.128 0.466  -0.06
H 0.783 4.309 -2.146  0.20
H -1.314 3.687 -3.405  0.41
H -2.240 1.388 -2.188  0.49
H 2.466 0.628 2.534  0.51
H 3.977 2.863 2.048  0.42
H 2.877 3.998 0.077  0.20
C -0.316 -1.220 2.119  -1.10
Si 0.457 -1.920 0.418  0.18
C 2.284 -2.015 0.351  -0.97
C -0.456 -3.334 -0.278  -0.88
H 0.380 -1.999 2.503  0.34
H -1.337 -1.567 2.258  0.44
H -0.083 -0.400 2.801  0.49
H 2.604 -2.904 0.906  0.40
H 2.811 -1.147 0.742  0.37
H 2.590 -2.175 -0.687  0.38
H -0.084 -4.243 0.209  0.38
H -0.193 -3.418 -1.337  0.37
H -1.539 -3.299 -0.174  0.24
B -4.084 -2.200 -0.698  0.16
C -2.958 -1.214 -0.347  0.28
N -2.062 -0.498 -0.143  -0.46
H -3.905 -2.459 -1.864  -0.04
H -5.129 -1.648 -0.479  -0.03
H -3.883 -3.142 0.039  -0.08

Summary:
total charge: +2
multiplicity: 1
E_LUMO: -8.1 eV
Kohn-Sham gap: 7.11 eV
energy relative to the best compared isomer or geometry (same formula, charge and spin): 0.00 kcal per mole